(1)
C6H10O2 as an isolated structure, computed with the ωB97M-V functional and the def2-TZVPD basis.

Each line ends with the Löwdin charge.
Element x y z (Å)
C  -0.453  0.452  0.178  -0.038
C  -0.601  -1.027  0.287  -0.542
C  2.549  -0.097  0.080  -0.131
C  -0.444  1.188  -1.108  -0.033
O  1.538  0.309  0.991  -0.185
O  -0.055  -1.592  1.339  -0.145
C  -2.119  -0.702  0.311  -0.062
C  -3.311  -0.538  0.416  0.165
H  1.094  -0.575  1.414  0.092
H  -0.619  1.005  1.095  0.147
H  -0.443  -1.514  -0.698  0.155
H  2.174  -0.833  -0.642  0.085
H  2.914  0.777  -0.463  0.078
H  3.385  -0.553  0.619  0.087
H  -0.543  0.519  -1.963  0.096
H  -1.218  1.954  -1.139  0.095
H  0.524  1.693  -1.178  0.098
H  -4.370  -0.465  0.463  0.035

## Properties
E_HOMO	-8.9	eV
gap between HOMO and LUMO	8.504	eV
energy relative to the best compared isomer or geometry (same formula, charge and spin)	541.6	kJ/mol
E_LUMO	-0.41	eV


(2)
C6H10O2 as an isolated structure in a non-equilibrium geometry, computed with the ωB97M-V functional and the def2-TZVPD basis.

Each line ends with the Löwdin charge.
Element x y z (Å)
C  0.166  1.465  -1.332  -0.042
C  0.631  0.014  -1.422  -0.499
C  0.941  -0.723  -0.060  -0.135
C  1.072  -0.115  1.216  0.041
O  1.939  -0.170  -1.598  -0.085
H  1.349  -1.719  -0.183  0.143
H  -0.873  1.560  -1.017  0.061
H  0.812  2.037  -0.667  0.080
H  0.257  1.901  -2.327  0.083
H  0.725  0.901  1.359  0.097
H  1.790  -0.526  1.917  0.111
C  -1.718  -0.302  0.930  -0.003
C  -0.478  -1.137  1.085  -0.379
O  -0.464  -2.260  1.501  0.118
H  -0.052  -0.601  -2.034  0.136
H  -2.497  -0.716  1.568  0.094
H  -2.049  -0.355  -0.109  0.094
H  -1.552  0.744  1.174  0.083

## Properties
E_HOMO (alpha / beta)	-8.6 / -8.6	eV
gap between HOMO and LUMO (alpha / beta)	7.993 / 7.998	eV
energy relative to the best compared isomer or geometry (same formula, charge and spin)	409.6	kJ/mol
E_LUMO (alpha / beta)	-0.63 / -0.63	eV


(3)
A 2-piece molecular cluster, C6H10O2Si overall in a non-equilibrium geometry, computed with the ωB97M-V functional and the def2-TZVPD basis.

Each line ends with the Löwdin charge.
Element x y z (Å)
C  1.596  1.283  -1.423  -0.034
C  2.560  1.360  -0.440  -0.126
C  0.385  1.595  -0.813  -0.361
C  0.656  1.782  0.526  -0.064
C  -0.225  -1.496  1.627  -0.272
C  0.175  -1.682  -1.697  -0.198
O  1.988  1.718  0.696  -0.014
O  -0.811  1.707  -1.468  0.054
Si  -0.845  -1.560  -0.240  0.641
H  1.559  0.992  -2.459  0.115
H  3.678  1.284  -0.561  0.144
H  -0.196  -2.500  1.952  -0.023
H  0.798  -1.206  1.632  -0.014
H  -0.733  -0.798  2.278  0.014
H  0.265  2.236  1.475  0.156
H  1.220  -1.867  -1.601  -0.007
H  -0.273  -1.678  -2.717  0.019
H  -0.834  1.327  -2.312  0.071
H  -2.267  -1.289  -0.125  -0.102

## Properties
E_HOMO (alpha / beta)	-5.2 / -8.6	eV
gap between HOMO and LUMO (alpha / beta)	5.885 / 7.084	eV
energy relative to the best compared isomer or geometry (same formula, charge and spin)	0.0	kJ/mol
multiplicity	3
E_LUMO (alpha / beta)	0.70 / -1.54	eV


(4)
One molecule with the formula C6H10O3S in a non-equilibrium geometry, computed with the ωB97M-V functional and the def2-TZVPD basis.

Each line ends with the Löwdin charge.
Element x y z (Å)
C  -0.874  -2.539  -0.804  -0.065
C  -0.505  -1.173  -0.422  -0.318
C  -1.154  -0.107  -0.097  -0.107
C  -0.509  1.226  0.108  -0.275
C  -0.684  1.552  1.687  -0.035
C  1.031  1.201  -0.044  -0.285
O  1.482  1.845  -1.187  -0.018
S  1.343  -0.801  -0.463  0.742
O  2.018  -1.016  -1.675  -0.294
O  1.806  -1.467  0.729  -0.339
H  -0.292  -2.712  -1.689  0.077
H  -1.971  -2.775  -0.930  0.114
H  -0.494  -3.166  -0.048  0.068
H  -2.253  0.035  -0.130  0.143
H  -1.032  2.026  -0.536  0.175
H  -0.143  0.895  2.275  0.056
H  -1.672  1.714  2.019  0.061
H  -0.170  2.493  1.808  0.072
H  1.728  1.177  0.856  0.148
H  2.345  1.593  -1.458  0.079

## Properties
E_HOMO	-9.3	eV
structure (SMILES)	CC1=C[C@@H](C)[C@H](O)S1(=O)=O
gap between HOMO and LUMO	9.988	eV
energy relative to the best compared isomer or geometry (same formula, charge and spin)	129.0	kJ/mol
E_LUMO	0.70	eV


(5)
C6H10O3Sm as an isolated structure in a non-equilibrium geometry, computed with the ωB97M-V functional and the def2-TZVPD basis.

Each line ends with the Löwdin charge.
Element x y z (Å)
O  -0.917  2.066  -0.557  -0.068
Sm  0.840  4.491  -1.540  1.102
O  1.260  2.122  -0.128  -0.109
C  0.115  1.722  0.067  -0.722
O  -0.069  0.432  0.568  -0.073
C  1.087  -0.475  0.713  -0.076
H  0.758  -1.119  1.534  0.138
H  1.919  0.189  0.960  0.139
C  1.329  -1.238  -0.545  -0.140
C  2.428  -1.082  -1.282  0.063
H  0.561  -1.958  -0.842  0.113
H  2.587  -1.671  -2.186  0.077
H  3.144  -0.283  -1.075  0.080
C  -1.696  0.147  0.058  -0.008
C  -2.216  -0.761  1.146  -0.059
H  -2.522  0.799  -0.232  0.128
H  -1.460  -0.405  -0.859  0.129
H  -2.331  -0.218  2.092  0.100
H  -3.212  -1.097  0.828  0.105
H  -1.604  -1.660  1.281  0.081

## Properties
E_HOMO (alpha / beta)	-8.9 / -13.7	eV
net charge	+1
gap between HOMO and LUMO (alpha / beta)	5.978 / 10.374	eV
energy relative to the best compared isomer or geometry (same formula, charge and spin)	290.6	kJ/mol
multiplicity	8
E_LUMO (alpha / beta)	-2.88 / -3.29	eV


(6)
One molecule with the formula C6H10OS in a non-equilibrium geometry, computed with the ωB97M-V functional and the def2-TZVPD basis.

Each line ends with the Löwdin charge.
Element x y z (Å)
C  -1.796  0.255  0.809  0.048
C  -1.188  -0.467  -0.141  -0.346
C  -1.699  -1.927  -0.616  0.021
O  -0.191  0.088  -0.944  -0.082
C  0.855  0.875  -0.471  -0.485
C  0.671  2.171  -0.724  0.077
C  1.791  0.233  0.498  -0.529
S  2.643  -1.235  -0.224  0.687
H  -2.694  -0.342  1.200  0.085
H  -1.758  1.258  1.104  0.040
H  -2.024  -2.187  0.449  0.099
H  -2.355  -1.827  -1.486  0.089
H  -0.855  -2.433  -0.726  0.002
H  -0.308  2.470  -1.093  0.080
H  1.373  2.958  -0.414  0.073
H  2.548  1.170  0.606  0.119
H  1.226  0.345  1.587  0.152
H  3.762  -1.406  0.585  -0.129

## Properties
E_HOMO	-9.0	eV
structure (SMILES)	C=C(C)OC(=C)CS
gap between HOMO and LUMO	9.673	eV
energy relative to the best compared isomer or geometry (same formula, charge and spin)	381.1	kJ/mol
E_LUMO	0.67	eV


(7)
C6H10OS4 as an isolated structure in a non-equilibrium geometry, computed with the ωB97M-V functional and the def2-TZVPD basis.

Each line ends with the Löwdin charge.
Element x y z (Å)
C  0.813  4.223  -1.566  -0.473
C  0.797  3.508  -2.731  -0.478
C  -0.166  1.949  -0.974  -0.881
C  -1.756  -1.787  0.863  -0.487
C  0.485  -0.738  0.262  -0.559
C  -0.335  -1.553  1.340  -0.444
O  0.309  -2.893  1.447  -0.158
S  0.217  3.329  -0.212  0.910
S  0.051  1.932  -2.624  0.903
S  -2.638  -3.073  1.913  0.636
S  2.151  -0.202  0.743  0.672
H  1.512  5.006  -1.330  0.064
H  0.811  3.960  -3.743  0.079
H  -0.231  0.090  -0.016  0.018
H  -2.377  -0.968  1.000  0.044
H  -1.607  -2.117  -0.110  0.054
H  0.616  -1.308  -0.599  0.039
H  -0.242  -1.196  2.335  0.126
H  0.298  -3.122  0.489  0.099
H  -1.307  -3.640  2.191  -0.059
H  2.598  -1.401  1.323  -0.104

## Properties
E_HOMO	-8.7	eV
gap between HOMO and LUMO	8.869	eV
energy relative to the best compared isomer or geometry (same formula, charge and spin)	218.0	kJ/mol
E_LUMO	0.16	eV


(8)
One molecule with the formula C6H10S in a non-equilibrium geometry, computed with the ωB97M-V functional and the def2-TZVPD basis.

Each line ends with the Löwdin charge.
Element x y z (Å)
C  1.096  1.612  1.095  -0.136
C  -0.351  1.212  0.586  -0.166
C  -0.123  -0.189  -0.005  -0.354
C  0.586  -1.381  0.452  -0.132
C  -0.744  -1.593  -0.045  -0.129
C  -0.515  -0.812  -1.370  -0.532
S  -1.816  -0.008  -2.320  0.773
H  1.474  1.055  2.026  0.088
H  1.137  2.660  1.355  0.045
H  1.855  1.403  0.267  0.095
H  -0.564  2.124  -0.016  0.105
H  -1.056  1.209  1.540  0.141
H  0.838  -1.550  1.451  0.094
H  1.438  -1.802  -0.136  0.120
H  -1.711  -1.904  0.273  0.121
H  0.317  -1.168  -1.905  0.070
H  -1.860  -0.866  -3.249  -0.203

## Properties
E_HOMO	-8.9	eV
structure (SMILES)	CC[C@@]12C[C@@H]1[C@H]2S
gap between HOMO and LUMO	9.804	eV
energy relative to the best compared isomer or geometry (same formula, charge and spin)	337.6	kJ/mol
E_LUMO	0.93	eV


(9)
C6H10S as an isolated structure in a non-equilibrium geometry, computed with the ωB97M-V functional and the def2-TZVPD basis.

Each line ends with the Löwdin charge.
Element x y z (Å)
C  -0.542  0.559  -0.247  -0.912
C  -0.739  -0.490  0.862  -0.178
C  0.509  -1.360  0.532  -0.209
C  1.180  -0.542  -0.487  -0.164
C  0.775  0.910  0.087  -0.171
C  -0.086  -0.187  -1.315  -0.233
H  -1.646  2.516  0.630  -0.109
H  -1.883  -0.842  1.007  0.150
H  -0.254  0.159  1.857  0.154
H  0.153  -2.447  0.058  0.163
H  1.047  -1.639  1.510  0.128
H  2.111  -0.754  -0.816  0.102
H  0.892  0.974  1.198  0.100
H  1.038  1.976  -0.254  0.154
H  -0.599  -0.999  -1.936  0.144
H  0.041  0.458  -2.243  0.139
S  -1.998  1.706  -0.444  0.742

## Properties
E_HOMO	-9.0	eV
gap between HOMO and LUMO	9.924	eV
energy relative to the best compared isomer or geometry (same formula, charge and spin)	436.6	kJ/mol
E_LUMO	0.88	eV


(10)
A 3-piece molecular cluster, C6H10S2 overall in a non-equilibrium geometry, computed with the ωB97M-V functional and the def2-TZVPD basis.

Each line ends with the Löwdin charge.
Element x y z (Å)
C  2.513  -0.784  -1.215  0.102
C  2.198  0.124  -0.427  -0.285
C  -2.210  1.240  1.428  -0.126
C  -0.968  1.532  -0.725  -0.037
C  1.857  1.187  0.379  -0.683
C  -1.298  0.799  0.350  -0.253
S  2.020  1.184  2.054  0.747
S  0.442  -3.903  -0.699  0.381
H  2.529  -1.693  -1.765  -0.006
H  -3.211  0.700  1.453  0.092
H  -2.524  2.328  1.339  0.085
H  -1.651  1.165  2.435  0.091
H  -0.461  1.061  -1.563  0.070
H  -1.391  2.450  -0.958  0.043
H  0.955  1.724  -0.126  0.055
H  -0.963  -0.209  0.431  0.091
H  1.807  -3.772  -0.921  -0.216
H  0.360  -5.133  -1.469  -0.152

## Properties
E_HOMO (alpha / beta)	-7.4 / -9.5	eV
gap between HOMO and LUMO (alpha / beta)	8.042 / 6.975	eV
energy relative to the best compared isomer or geometry (same formula, charge and spin)	193.2	kJ/mol
multiplicity	3
E_LUMO (alpha / beta)	0.66 / -2.48	eV


(11)
One molecule with the formula C6H11BI2N2O4 in a non-equilibrium geometry, computed with the ωB97M-V functional and the def2-TZVPD basis.

Each line ends with the Löwdin charge.
Element x y z (Å)
N  -0.105  2.457  1.633  0.178
B  -0.015  1.930  0.260  -0.681
O  -0.113  2.730  -0.841  0.161
N  0.185  0.464  0.032  0.104
C  -1.046  -0.261  0.406  -0.141
C  -1.876  -0.712  -0.797  -0.274
C  -1.769  0.208  -2.004  -0.609
I  -3.359  1.652  -2.092  0.785
C  1.333  0.145  0.729  -0.549
O  2.282  0.901  0.735  0.095
O  1.370  -1.031  1.424  -0.002
C  1.457  -2.202  0.621  -0.178
C  2.894  -2.689  0.488  -0.777
O  3.238  -3.728  0.979  0.015
I  4.342  -1.542  -0.608  0.880
H  0.752  2.951  1.841  0.084
H  -0.853  3.139  1.664  0.072
H  -0.790  3.400  -0.744  0.089
H  -0.861  -1.108  1.048  0.122
H  -1.678  0.406  0.987  0.121
H  -1.678  -1.731  -1.106  0.105
H  -2.907  -0.698  -0.472  0.074
H  -0.827  0.723  -2.078  0.030
H  -1.882  -0.372  -2.903  0.034
H  0.928  -2.987  1.136  0.132
H  0.978  -2.045  -0.340  0.129

## Properties
E_HOMO	-9.7	eV
structure (SMILES)	NB(O)N(CCCI)C(=O)OCC(=O)I
gap between HOMO and LUMO	9.884	eV
E_LUMO	0.21	eV


(12)
One molecule with the formula C6H11BO3 in a non-equilibrium geometry, computed with the ωB97M-V functional and the def2-TZVPD basis.

Each line ends with the Löwdin charge.
Element x y z (Å)
C  2.923  0.548  -1.213  0.036
C  1.705  0.125  -1.058  -0.126
C  0.921  0.060  0.211  -0.289
C  1.423  -1.004  1.165  -0.027
O  1.318  1.566  0.900  -0.110
B  -0.608  0.106  0.072  -0.693
O  -1.178  -1.091  -0.182  0.093
C  -2.619  -0.842  -0.309  -0.050
C  -2.799  0.697  0.012  -0.103
O  -1.467  1.134  0.082  0.138
H  3.367  0.554  -2.225  0.080
H  3.401  1.055  -0.483  0.032
H  1.096  -0.154  -1.932  0.122
H  2.549  -1.212  1.130  0.118
H  0.739  -1.873  0.962  0.090
H  1.005  -0.802  2.233  0.118
H  0.650  1.609  1.637  0.068
H  -3.122  -1.517  0.314  0.098
H  -2.721  -1.025  -1.464  0.163
H  -3.267  1.134  -0.817  0.103
H  -3.318  0.932  0.964  0.139

## Properties
E_HOMO	-9.8	eV
structure (SMILES)	C=C[C@@](C)(O)B1OCCO1
gap between HOMO and LUMO	10.277	eV
energy relative to the best compared isomer or geometry (same formula, charge and spin)	157.8	kJ/mol
E_LUMO	0.50	eV


| no. | molar mass (g/mol) | electronic energy (hartree) |
| --- | --- | --- |
| 1 | 114.14 | -384.8961 |
| 2 | 114.14 | -384.9464 |
| 3 | 142.23 | -674.3643 |
| 4 | 162.21 | -858.4398 |
| 5 | 280.50 | -1117.9009 |
| 6 | 130.21 | -707.9051 |
| 7 | 226.41 | -1902.4777 |
| 8 | 114.21 | -632.6809 |
| 9 | 114.21 | -632.6432 |
| 10 | 146.28 | -1030.7592 |
| 11 | 439.78 | -1266.0222 |
| 12 | 141.96 | -485.7825 |